Version a
Below is a 2-piece molecular cluster, C5H5Cl overall, with properties calculated with ωB97M-V with the def2-TZVPD basis set.

Cartesian coordinates (Å):
C (3.027, -1.638, 0.850)
C (3.704, -0.820, 0.293)
C (-0.898, 0.350, 0.408)
C (-1.912, -0.040, 1.127)
C (-0.091, 0.880, -0.413)
Cl (-0.378, 2.480, -0.919)
H (2.491, -2.514, 1.047)
H (4.407, -0.226, -0.269)
H (-1.902, 0.119, 2.251)
H (-2.714, -0.562, 0.606)
H (0.679, 0.485, -0.908)

SMILES: C=C=CCl.C#C
LUMO energy in eV: 0.944
Frontier orbital gap in eV: 10.40
Multiplicity: 1

=====

Version b
Below is an isolated molecule of C5H5Cl, with properties calculated with ωB97M-V with the def2-TZVPD basis set.

Cartesian coordinates (Å):
C (-0.142, -0.299, 0.551)
C (0.183, -1.174, -0.643)
C (1.350, -0.720, -1.152)
C (1.804, 0.443, -0.402)
C (0.934, 0.762, 0.546)
H (-0.187, -0.833, 1.520)
H (-0.392, -2.058, -0.918)
H (1.910, -1.179, -1.952)
H (2.768, 0.902, -0.581)
H (1.004, 1.589, 1.247)
Cl (-1.757, 0.442, 0.428)

SMILES: ClC1C=CC=C1
LUMO energy in eV: 0.511
Frontier orbital gap in eV: 9.45
Multiplicity: 1

=====

The structure with the most favorable energy is version b; the runner-up is 83.0 kcal/mol above it.

=====

Version a
Below is a 2-piece molecular cluster, CH7NO overall, with properties calculated with ωB97M-V with the def2-TZVPD basis set.

Cartesian coordinates (Å):
C (-1.762, -0.094, 0.039)
H (-2.618, -0.162, -0.585)
H (-1.476, 0.957, 0.138)
H (-0.929, -0.692, -0.138)
H (-2.181, -0.266, 1.058)
H (1.174, -1.095, -0.652)
H (2.327, 0.836, 0.755)
H (2.088, 0.839, -0.829)
N (1.699, 0.559, 0.058)
O (1.677, -0.882, 0.154)

SMILES: NO.C
LUMO energy in eV: 1.032
Frontier orbital gap in eV: 10.27
Multiplicity: 1

=====

Version b
Below is a 2-piece molecular cluster, CH7NO overall, with properties calculated with ωB97M-V with the def2-TZVPD basis set.

Cartesian coordinates (Å):
C (1.864, -0.492, 0.048)
H (0.042, 0.357, -0.198)
H (1.000, 1.216, 0.836)
H (2.918, -0.259, -0.154)
H (1.679, -1.026, 0.949)
H (1.386, -1.215, -0.730)
H (-2.689, -0.222, -0.837)
H (-1.758, 0.319, 0.169)
N (1.003, 0.723, -0.170)
O (-2.598, -0.160, 0.108)

SMILES: CN.O
LUMO energy in eV: 0.770
Frontier orbital gap in eV: 10.92
Multiplicity: 1

=====

The structure with the most favorable energy is version b; the runner-up is 30.2 kcal/mol above it.

=====

Version a
Below is a 2-piece molecular cluster, C2H2Cl6 overall, with properties calculated with ωB97M-V with the def2-TZVPD basis set.

Cartesian coordinates (Å):
C (-21.397, 18.616, -7.168)
Cl (-22.222, 18.023, -8.613)
Cl (-21.319, 17.322, -5.950)
Cl (-22.162, 20.019, -6.492)
H (-20.365, 18.851, -7.395)
C (-18.858, 19.806, -11.041)
Cl (-18.780, 18.652, -9.697)
Cl (-17.852, 21.256, -10.840)
Cl (-20.528, 20.248, -11.328)
H (-18.414, 19.283, -11.877)

SMILES: ClC(Cl)Cl.ClC(Cl)Cl
LUMO energy in eV: 0.520
Frontier orbital gap in eV: 11.56
Multiplicity: 1

=====

Version b
Below is a 2-piece molecular cluster, C2H2Cl6 overall, with properties calculated with ωB97M-V with the def2-TZVPD basis set.

Cartesian coordinates (Å):
C (-1.203, -0.596, 1.860)
Cl (-2.026, -1.267, 0.459)
Cl (-1.057, -1.820, 3.146)
Cl (-2.015, 0.845, 2.443)
H (-0.197, -0.330, 1.569)
C (1.326, 0.590, -1.995)
Cl (1.444, -0.624, -0.712)
Cl (2.359, 1.980, -1.660)
Cl (-0.339, 1.092, -2.216)
H (1.707, 0.129, -2.895)

SMILES: ClC(Cl)Cl.ClC(Cl)Cl
LUMO energy in eV: 0.547
Frontier orbital gap in eV: 11.61
Multiplicity: 1

=====

The structure with the most favorable energy is version b; the runner-up is 1.5 kcal/mol above it.

=====

Version a
Below is an isolated molecule of C10H11NO3, with properties calculated with ωB97M-V with the def2-TZVPD basis set.

Cartesian coordinates (Å):
C (-1.787, 2.652, -1.425)
C (-2.151, 1.521, -0.852)
C (-0.424, 2.776, -1.839)
C (-1.132, 0.491, -0.368)
C (0.557, 2.014, -1.306)
C (0.286, 0.879, -0.430)
C (1.803, -0.952, 0.887)
C (1.198, 0.156, 0.137)
C (1.989, -2.288, 0.149)
C (-0.629, -1.692, 2.355)
N (-1.001, -1.415, 1.155)
O (-1.397, 0.049, 0.985)
O (-1.070, -2.170, 0.229)
O (2.509, 0.192, 0.267)
H (-2.496, 3.317, -2.013)
H (-3.223, 1.464, -0.495)
H (-0.028, 3.554, -2.450)
H (-1.295, -0.398, -0.984)
H (1.571, 2.179, -1.782)
H (1.791, -1.117, 1.975)
H (2.994, -2.677, 0.315)
H (1.765, -2.015, -0.894)
H (1.210, -2.836, 0.708)
H (-0.526, -2.724, 2.550)
H (-0.515, -0.960, 3.126)

SMILES: C=[N+]([O-])O[C@H]1C=CC=C/C1=C1\O[C@@H]1C
LUMO energy in eV: 0.430
Frontier orbital gap in eV: 8.24
Multiplicity: 1

=====

Version b
Below is C10H11NO3 as an isolated structure, with properties calculated with ωB97M-V with the def2-TZVPD basis set.

Cartesian coordinates (Å):
C (2.640, -0.669, 1.692)
C (3.125, 0.356, 0.916)
C (1.366, -1.163, 1.448)
C (2.370, 0.980, -0.144)
C (0.498, -0.462, 0.615)
C (1.052, 0.556, -0.168)
C (0.384, 1.948, -2.071)
C (-0.839, -0.805, 0.194)
C (-1.333, 0.878, -0.664)
C (-3.006, -1.763, 0.780)
N (0.116, 1.232, -0.961)
O (-0.448, 2.431, -2.810)
O (-2.211, 0.650, -1.644)
O (-1.837, -1.098, 1.181)
H (3.380, -1.216, 2.397)
H (4.043, 0.804, 1.240)
H (0.874, -1.934, 2.069)
H (2.778, 1.780, -0.807)
H (1.492, 1.995, -2.124)
H (-0.887, -1.465, -0.689)
H (-1.625, 1.625, 0.028)
H (-3.708, -1.051, 0.304)
H (-3.482, -2.269, 1.564)
H (-2.782, -2.507, 0.114)
H (-1.960, 1.166, -2.460)

LUMO energy in eV: 0.566
Frontier orbital gap in eV: 8.88
Multiplicity: 1

=====

The structure with the most favorable energy is version b; the runner-up is 118.7 kcal/mol above it.